Density functional theory data (the ωB97M-V functional and the def2-TZVPD basis) for 2 unconnected molecules or ions with the total composition C2H9NOS2 at a distorted geometry.

Geometry as XYZ:
```
15
Properties=species:S:1:pos:R:3:forces:R:3
C -0.16028 -2.55345 -1.32242 0.1 -0.2 -1.3
S 0.23431 -0.80960 -1.08293 0.2 0.1 0.4
S 2.14204 -0.57362 -1.82621 -0.3 -0.3 -0.1
H -0.44111 -2.70230 -2.36549 -0.1 0.0 0.0
H 0.69896 -3.19689 -1.17138 0.1 0.0 0.5
H -1.01505 -2.83874 -0.71584 0.1 0.1 0.3
H 2.83972 -1.21649 -0.87230 -0.1 0.1 0.1
N -0.97993 0.88428 1.66836 -0.6 -1.1 0.7
C -0.60025 2.21400 1.27070 -0.1 -0.3 0.5
O 0.31082 2.19160 0.23240 1.2 0.0 -0.9
H -0.62276 0.11584 1.11256 0.1 0.6 -0.4
H -0.75129 0.62569 2.61742 0.1 0.5 0.1
H -0.08120 2.70134 2.09604 -0.3 0.2 0.2
H -1.48689 2.77617 0.97388 0.0 0.2 0.1
H -0.08709 2.38215 -0.61480 -0.3 0.0 -0.1
```
Forces are in eV/Å.

## Properties
HOMO level = -8.843 eV
Lowest unoccupied orbital energy = 0.60 eV
Total charge = 0
Total energy = -1007.938452 Eh
SMILES = CSS.NCO
ΔE to the lowest compared entry with this formula, charge and spin = 66.71 kJ/mol



Density functional theory data (the ωB97M-V functional and the def2-TZVPD basis) for a molecular structure, C47H45IKN7O4PS at a distorted geometry.

Geometry as XYZ:
```
107
Properties=species:S:1:pos:R:3:forces:R:3
K -0.60085 -0.86056 -0.23084 0.6 0.1 -0.1
C -1.38258 2.63813 -4.16015 0.1 0.4 0.3
C -0.75101 1.60900 -3.26483 -2.8 0.5 1.6
N -1.32916 1.23402 -2.10262 1.6 -0.2 -2.1
N -2.49351 1.76648 -1.85549 -1.2 1.3 0.3
C -3.15974 1.25199 -0.78174 2.4 -0.7 -2.1
O -2.80785 0.21439 -0.21040 -1.0 0.3 1.0
C -4.35489 2.00872 -0.44667 -0.7 0.7 1.5
C -4.87899 1.76122 0.82495 -0.8 0.4 0.5
C -6.02224 2.43947 1.27394 -0.3 -0.2 0.4
C -6.64087 3.38382 0.44720 0.1 0.7 -0.3
C -6.06059 3.70808 -0.79007 1.2 -0.8 -0.1
C -4.87326 3.05434 -1.20695 -1.2 0.1 0.3
C 0.48790 1.03864 -3.61491 2.2 -0.9 1.2
C 1.05535 0.96804 -4.89467 -0.8 -0.1 -0.2
C 2.29092 0.36587 -5.08685 0.1 -0.2 0.0
C 2.96645 -0.13975 -3.98040 0.0 -0.1 0.2
C 2.34283 -0.02579 -2.72726 0.4 -0.3 -0.7
N 1.17887 0.54885 -2.54356 -0.2 -0.2 0.0
H -2.33002 2.94118 -3.70197 0.3 0.0 -0.2
H -1.59123 2.26369 -5.15573 0.0 -0.1 -0.3
H -0.70441 3.51471 -4.25907 -0.4 -0.4 0.0
H -4.34377 1.09221 1.49953 -0.2 -0.1 -0.4
H -6.45990 2.22591 2.28541 0.6 0.2 -1.1
H -7.50634 3.98102 0.78237 0.4 -0.6 -0.1
H -6.45658 4.45108 -1.47733 -0.2 0.0 0.4
H -4.36309 3.33909 -2.11914 -0.2 -0.1 0.0
H 0.40918 1.25035 -5.72392 0.4 0.1 0.0
H 2.67865 0.23524 -6.10417 -0.1 0.1 0.4
H 3.92374 -0.65669 -4.02776 -0.2 0.2 -0.2
H 2.81755 -0.46035 -1.85216 0.1 0.1 0.1
C -4.82238 -2.24295 -1.67787 0.1 1.4 -0.5
C -3.65574 -2.61490 -2.53461 1.3 -0.3 0.4
N -3.74034 -2.51236 -3.84411 -1.4 0.2 1.8
C -2.71113 -2.82649 -4.59509 2.5 -1.1 -0.5
C -1.50611 -3.37855 -4.10299 -2.0 1.3 0.0
C -0.41948 -3.77436 -5.01207 -1.0 -0.1 -1.6
O -0.54952 -5.18858 -5.06524 1.0 -1.5 -1.6
C -1.36983 -3.53705 -2.71692 -0.2 0.3 1.8
C -0.17778 -4.16426 -2.14795 0.3 -0.2 0.2
N 0.44760 -3.80252 -1.05364 -0.6 0.2 -1.3
C 1.74332 -4.24953 -0.88070 1.0 -0.6 0.7
C 2.64827 -4.30255 -1.96131 0.0 0.1 0.3
C 3.94503 -4.72104 -1.77883 0.8 -0.4 -0.2
C 4.41697 -5.21952 -0.55508 0.5 -0.5 -0.8
C 3.56283 -5.25486 0.51515 -1.2 1.2 0.5
C 2.31173 -4.57739 0.38546 0.2 -1.0 -0.8
I 1.25978 -4.13390 2.09908 -0.4 0.0 0.4
C -2.39298 -2.99948 -1.83138 -0.5 1.5 -0.6
O -2.26233 -2.67264 -0.61328 -0.1 -1.4 -0.6
H -5.15959 -3.10787 -1.13773 -0.4 -0.4 0.3
H -5.56807 -1.85142 -2.38682 -0.1 -0.3 0.5
H -4.59297 -1.44471 -0.93163 0.1 -0.6 -0.6
H -2.89201 -2.69666 -5.64906 0.4 0.1 -0.4
H 0.56273 -3.50393 -4.65821 0.5 0.3 0.1
H -0.61290 -3.36531 -6.04920 0.4 -0.1 1.1
H -0.16367 -5.51219 -5.91648 -0.4 0.4 1.2
H 0.12745 -5.07452 -2.74994 0.4 1.0 0.6
H 2.33120 -3.91168 -2.91854 0.0 -0.1 -0.1
H 4.61903 -4.75309 -2.63410 -0.1 0.2 0.1
H 5.43558 -5.63413 -0.48648 -0.6 0.2 0.0
H 3.83294 -5.73583 1.46359 -0.1 0.5 -0.3
N -0.72782 1.77698 4.14009 0.5 0.8 0.5
P 0.76638 1.43799 3.30425 -0.6 -0.2 -0.8
C 1.82809 2.40656 4.40320 -0.9 -0.8 0.7
C 1.74018 3.75258 4.67886 1.0 1.1 0.1
C 2.67574 4.32475 5.54084 0.8 0.1 1.0
C 3.57835 3.50703 6.29200 -1.2 0.4 -0.8
C 3.54440 2.12627 6.09212 0.0 0.4 0.4
C 2.62330 1.59804 5.18863 1.7 -0.6 -0.2
C 0.56226 2.54191 1.85573 0.4 0.1 0.2
C -0.42231 3.50744 1.81628 -0.4 0.5 -1.8
C -0.55247 4.30829 0.63414 -0.7 0.0 1.6
C 0.40482 4.25422 -0.35516 0.8 -0.9 0.8
C 1.44887 3.30757 -0.26608 -0.2 -0.1 -0.1
C 1.47678 2.41179 0.79913 0.2 0.1 0.1
C -1.72135 0.85525 4.05773 -0.2 -1.3 -0.7
C -2.67997 0.70050 5.06491 0.4 1.0 1.1
C -3.29463 -0.50730 5.18676 -0.6 -0.7 0.0
C -3.18866 -1.43691 4.13588 0.0 0.1 0.1
C -2.44839 -1.06631 3.02831 0.7 1.0 0.0
N -1.63846 0.03147 3.01536 -1.1 -0.7 0.2
H -0.67058 2.19494 5.05659 0.2 0.2 -0.1
H 1.00156 4.37166 4.19166 0.1 0.1 -0.3
H 2.77550 5.42630 5.66850 -0.5 -0.9 -0.1
H 4.18740 3.97898 7.06315 0.2 -0.2 -0.4
H 4.23819 1.46000 6.61385 -0.3 0.3 0.0
H 2.67388 0.52269 4.98037 -0.2 0.4 0.1
H -1.12803 3.56841 2.63569 -0.1 0.1 -0.2
H -1.41461 5.00526 0.56070 0.8 -0.5 0.0
H 0.40841 4.97811 -1.13134 -0.2 0.3 -0.8
H 2.21960 3.25001 -1.04614 -0.5 0.0 0.3
H 2.22870 1.61344 0.87590 -0.2 0.4 -0.3
H -2.80034 1.48528 5.83628 0.2 -0.6 -0.5
H -3.84976 -0.72702 6.11230 0.1 0.1 -0.7
H -3.68153 -2.40010 4.17410 -0.1 0.1 -0.1
H -2.45412 -1.60601 2.09236 0.0 -0.4 0.0
C 5.30767 -1.50220 2.47587 0.1 1.6 -0.7
S 5.55802 -1.16273 0.65346 0.5 -0.4 1.1
C 6.34482 0.49889 0.69015 0.2 -1.1 -1.2
O 4.19228 -0.94069 0.16289 -0.8 0.3 -0.6
H 6.19251 -1.98075 2.85698 0.4 -0.2 0.3
H 4.43674 -2.15742 2.53985 0.1 0.2 -0.1
H 5.13993 -0.51511 2.97888 0.0 -0.9 -0.3
H 7.13606 0.58070 1.40448 0.6 -0.1 0.5
H 5.56315 1.17661 0.91524 -0.8 0.8 0.2
H 6.73123 0.66450 -0.34353 -0.3 -0.1 0.8
```
Forces are in eV/Å.

## Properties
HOMO level = -3.743 eV
Lowest unoccupied orbital energy = 1.78 eV
Total charge = -1
Total energy = -4139.433995 Eh



Density functional theory data (the ωB97M-V functional and the def2-TZVPD basis) for a molecular structure, C27H44IrN3P3S at a distorted geometry.

Geometry as XYZ:
```
79
Properties=species:S:1:pos:R:3:forces:R:3
Ir 0.26947 0.11525 -0.17496 0.1 0.3 -2.0
P -1.18328 0.77435 -1.93319 -1.4 0.5 -1.1
P 0.43157 -2.22304 -0.35212 -0.1 -2.5 0.6
P 2.09411 0.48023 -1.38190 2.2 0.0 -1.8
H 0.18455 0.54700 2.66682 0.0 0.0 -0.4
C 0.76879 0.96508 1.85157 -0.3 1.7 0.5
C 0.27621 2.03792 1.04048 0.4 -1.0 1.9
H -0.74705 2.41219 1.16353 0.4 -0.3 0.0
C -2.94964 1.21082 -1.66699 -0.1 0.0 0.2
C -1.31300 -0.46066 -3.28667 0.1 0.0 -0.2
C -0.63751 2.33605 -2.72264 0.0 0.1 -0.1
C 1.44971 -2.73166 1.08464 0.0 0.1 0.0
C -0.95084 -3.43757 -0.21857 -0.2 0.0 0.1
C 1.24989 -2.97068 -1.82407 0.1 0.2 -0.1
C 2.61177 2.23154 -1.52075 0.5 0.0 0.0
C 2.10154 0.06105 -3.17753 0.3 0.0 -0.1
C 3.56059 -0.49507 -0.83684 0.3 0.4 0.2
H 1.83849 0.79655 2.00845 -0.7 -0.1 -0.2
H 0.95353 2.75556 0.56859 -0.2 -0.4 -0.1
H -3.06551 1.77993 -0.73702 0.0 -0.1 -0.1
H -3.59461 0.32382 -1.63649 0.2 0.3 0.0
H -3.27871 1.84695 -2.50133 0.1 -0.2 0.2
H -1.48995 -1.46760 -2.88849 0.0 0.2 0.0
H -0.40879 -0.48458 -3.90509 -0.3 0.0 0.2
H -2.16622 -0.19302 -3.92636 0.2 0.0 0.2
H -0.35401 3.05628 -1.94677 -0.1 -0.1 -0.2
H -1.48778 2.75470 -3.27725 0.3 -0.1 0.1
H 0.19690 2.20520 -3.41726 -0.2 0.0 0.2
H 1.51988 -3.82641 1.12599 0.0 0.2 0.0
H 0.96514 -2.37112 2.00005 0.1 -0.1 -0.2
H 2.45606 -2.30751 1.02420 -0.2 -0.1 0.0
H -0.55106 -4.46222 -0.21962 0.1 0.3 0.0
H -1.63308 -3.35558 -1.07410 0.2 0.0 0.1
H -1.51845 -3.29830 0.70742 0.1 0.0 -0.2
H 1.19013 -4.06654 -1.75339 0.0 0.3 0.2
H 2.30480 -2.69511 -1.90170 -0.3 -0.1 0.0
H 0.72519 -2.67039 -2.73963 0.1 -0.1 0.2
H 3.58266 2.27673 -2.02826 -0.1 0.0 0.0
H 2.72548 2.71739 -0.54931 -0.1 0.0 -0.3
H 1.88528 2.79830 -2.11114 0.2 -0.2 0.2
H 3.10706 0.25432 -3.58003 -0.2 0.0 0.1
H 1.40112 0.67301 -3.75111 0.2 -0.1 0.2
H 1.87796 -0.99471 -3.35281 0.0 0.3 0.1
H 4.47258 0.08876 -0.99969 0.0 -0.2 -0.1
H 3.64962 -1.43075 -1.39566 0.0 0.3 0.0
H 3.51287 -0.73332 0.23134 0.0 0.0 -0.3
C 5.20865 2.46535 2.40578 -0.9 0.4 -0.5
C 6.41786 1.81107 2.75903 1.1 -0.2 0.3
C 7.42725 2.49678 3.43551 -0.6 -1.2 -0.7
C 7.26361 3.84864 3.75215 0.4 0.0 0.3
C 6.08734 4.51155 3.39148 -1.6 0.1 -0.8
C 5.06670 3.83407 2.70792 0.5 1.4 0.7
S 4.03524 1.54207 1.50327 0.6 0.0 0.5
H 2.75576 2.12991 1.37291 1.9 0.5 0.7
H 6.55375 0.77322 2.46778 0.1 0.1 0.2
H 8.34397 1.96913 3.70317 -0.3 0.2 -0.1
H 8.06451 4.38488 4.27118 -0.3 -0.2 -0.2
H 5.96911 5.57131 3.63610 0.0 -0.4 -0.2
H 4.16963 4.35659 2.37911 0.2 0.0 0.2
N -9.86542 -3.57907 -0.47715 2.7 1.1 0.7
C -8.80663 -3.16163 -0.19139 -2.7 -1.1 -0.7
C -7.51780 -2.63735 0.16304 0.6 0.0 -0.1
C -6.35477 -3.15786 -0.43508 0.3 0.3 0.1
C -5.10020 -2.61357 -0.12369 -0.6 0.1 0.2
C -5.01366 -1.56917 0.80777 -1.2 -0.5 -0.3
C -6.16655 -1.07960 1.43872 0.0 -0.1 -0.3
C -7.41911 -1.60107 1.09443 0.4 0.2 0.3
N -3.75493 -0.98252 1.09161 1.3 0.9 0.3
C -3.45864 -0.12862 2.15258 0.1 -0.4 -0.5
C -2.17361 0.28388 1.97586 -0.6 -0.2 -0.2
N -1.65611 -0.28726 0.82498 -2.2 -0.6 1.0
C -2.63511 -1.03332 0.31495 -0.6 0.3 0.7
H -6.43469 -3.98379 -1.14594 0.0 0.3 0.3
H -4.20432 -3.01491 -0.59331 -0.2 0.0 0.1
H -6.09232 -0.27064 2.17065 -0.2 -0.3 -0.3
H -8.32217 -1.19580 1.55724 0.3 -0.2 -0.2
H -4.15755 0.09395 2.93599 0.0 0.0 0.0
H -1.63912 0.98980 2.59047 -0.1 -0.2 0.0
H -2.62410 -1.58918 -0.62145 0.1 0.4 0.5
```
Forces are in eV/Å.

## Properties
Multiplicity = 5
HOMO level (alpha / beta) = -13.289 / -15.355 eV
Lowest unoccupied orbital energy (alpha / beta) = -7.64 / -11.83 eV
Total charge = +3
Total energy = -2744.989886 Eh
ΔE to the lowest compared entry with this formula, charge and spin = 0.00 kJ/mol



Density functional theory data (the ωB97M-V functional and the def2-TZVPD basis) for 2 unconnected molecules or ions with the total composition CH5OPS at a distorted geometry.

Geometry as XYZ:
```
9
Properties=species:S:1:pos:R:3:forces:R:3
C 1.13824 0.91253 -0.32096 1.4 -2.0 -3.6
O -0.23665 0.94629 -0.25809 -1.7 0.6 1.9
P -1.34721 0.08518 -1.05351 -0.5 -0.6 1.1
S -1.34985 -2.73151 1.42241 0.1 0.3 -0.3
H 1.73244 0.98713 0.60502 -0.9 0.0 -0.2
H 1.39909 1.65393 -1.07888 0.6 0.5 0.6
H 1.36161 -0.04859 -0.93857 0.4 1.1 1.5
H -2.27277 -0.04511 0.11248 0.6 0.3 -1.0
H -0.42491 -1.75984 1.51011 0.0 -0.1 0.1
```
Forces are in eV/Å.

## Properties
HOMO level (alpha / beta) = -9.720 / -8.128 eV
Lowest unoccupied orbital energy (alpha / beta) = -0.89 / -2.28 eV
Total charge = 0
Total energy = -855.748314 Eh
ΔE to the lowest compared entry with this formula, charge and spin = 399.46 kJ/mol



Density functional theory data (the ωB97M-V functional and the def2-TZVPD basis) for a molecular structure, C5F7IrNO5S6 at a distorted geometry.

Geometry as XYZ:
```
25
Properties=species:S:1:pos:R:3:forces:R:3
Ir -0.13557 -0.40319 -1.42198 -1.5 -0.2 -0.5
O -7.10551 -0.52523 -0.87385 -0.1 0.0 0.0
C -5.91817 -0.50757 -0.91184 0.2 0.0 -0.1
S -4.94853 0.99416 -0.99064 0.0 -0.1 0.0
C -3.38667 0.23441 -1.02804 0.1 0.4 0.0
C -3.36214 -1.16121 -0.99901 0.2 -0.4 0.0
S -1.98851 -2.15169 -1.00098 0.3 0.5 -0.1
S -4.89932 -1.97326 -0.92707 0.0 0.1 0.0
S -2.04281 1.27121 -1.08009 0.4 -0.4 0.0
F 2.04097 2.24063 2.19256 0.0 0.0 0.0
C 0.94277 1.72474 1.66235 0.0 -0.1 0.0
F 0.88523 2.05585 0.36198 0.1 -0.1 0.1
F -0.11873 2.23173 2.27013 0.0 -0.1 0.0
S 0.95393 -0.13394 1.85942 -0.2 0.2 0.2
O -0.01561 -0.59964 0.85880 0.0 0.1 -0.1
O 0.60208 -0.36423 3.21173 0.1 0.0 0.1
N 2.41930 -0.58804 1.54955 0.0 0.0 -0.3
S 2.92782 -0.93033 0.10200 0.4 0.1 0.6
O 2.00689 -0.45999 -0.94234 -0.4 0.2 -0.7
O 3.44308 -2.24242 -0.04280 0.0 -0.1 0.0
C 4.35868 0.23902 -0.10122 -0.3 0.0 0.0
F 5.19023 0.11576 0.91870 0.0 0.0 0.0
F 3.88595 1.48208 -0.15386 0.1 0.0 0.1
F 4.99109 -0.04181 -1.22997 0.0 0.0 0.0
F -0.72648 -0.50706 -3.28355 0.6 0.1 0.7
```
Forces are in eV/Å.

## Properties
Multiplicity = 6
HOMO level (alpha / beta) = -8.885 / -10.063 eV
Lowest unoccupied orbital energy (alpha / beta) = -0.23 / -3.30 eV
Total charge = 0
Total energy = -3813.877375 Eh